A molecular structure, C40H26BrF4MnN2O5PS at a distorted geometry, computed with ωB97M-V/def2-TZVPD.

Structure (XYZ):
```
81
Properties=species:S:1:pos:R:3:forces:R:3
Mn 1.9091 -1.8909 0.5192 -0.110 -0.503 0.189
C 2.0175 -3.5507 -3.5406 -1.356 -0.805 0.657
O 0.6901 -4.1477 -3.4475 0.645 0.378 0.084
C -0.3079 -3.5281 -2.7359 -0.015 -0.747 0.439
C -1.5209 -3.5002 -3.3493 -0.769 0.447 -1.254
C -2.7197 -3.0450 -2.7279 0.816 -0.318 -2.385
C -2.6444 -2.6627 -1.4458 0.169 -0.084 2.569
C -1.4305 -2.8109 -0.7147 -0.274 0.419 -0.921
C -1.5195 -2.4178 0.6804 -0.303 -0.770 -1.544
N -0.4638 -2.1255 1.2880 1.199 1.111 2.601
N -0.5780 -1.7086 2.6535 -2.439 -0.510 -1.788
C 0.5681 -1.4348 3.1419 1.196 -0.723 -0.746
O 1.6955 -1.5938 2.5874 0.919 0.139 -0.707
C 0.6195 -0.9305 4.4937 0.055 0.033 2.625
C -0.5044 -0.8607 5.3368 -0.776 0.876 -0.323
C -0.3422 -0.2581 6.6014 -1.098 -0.788 0.494
C 0.8929 0.1331 7.0726 0.359 1.046 0.476
C 2.0269 -0.0256 6.2849 -0.456 -0.406 -0.021
C 1.8843 -0.6331 5.0448 0.504 -0.269 0.143
C -0.1911 -3.2182 -1.3348 -1.249 0.590 -0.140
O 0.9101 -3.3057 -0.7270 1.229 -0.271 0.340
H 2.4235 -3.3440 -2.5627 -0.014 0.329 0.321
H 1.9644 -2.6534 -4.1513 0.303 -0.004 -0.221
H 2.5565 -4.3970 -3.9373 0.603 0.263 -0.629
H -1.4964 -3.7734 -4.4316 -0.260 0.144 0.941
H -3.5586 -2.9093 -3.3957 -0.397 -0.048 0.322
H -3.5028 -2.3015 -0.8295 0.499 -0.227 -0.863
H -2.5556 -2.4543 1.0191 0.132 0.424 0.959
H -1.5239 -1.1733 4.9322 1.625 0.450 0.637
H -1.1631 -0.1535 7.3495 0.326 -0.174 -1.028
H 0.9400 0.6343 8.0575 0.098 -0.398 -0.576
H 3.0123 0.2640 6.6343 -0.075 -0.117 0.062
H 2.8090 -1.0008 4.5813 -0.668 0.609 -0.508
O 6.0372 -1.3939 0.4858 0.641 0.105 0.251
C 4.9265 -1.6229 0.0269 -1.078 -0.495 0.112
O 3.9868 -2.2289 0.6794 -0.011 0.427 -0.868
C 4.7337 -1.2031 -1.4438 0.430 0.247 -0.806
C 5.8839 -1.5262 -2.2611 -1.202 -0.218 2.234
C 5.9225 -1.1541 -3.5641 -1.799 0.825 -1.586
C 4.8092 -0.3442 -4.0089 1.124 -0.226 -2.087
C 3.7817 0.1427 -3.2270 -0.351 -1.371 -0.442
C 3.6255 -0.4350 -1.9668 1.658 -0.497 2.069
S 2.2240 -0.0307 -0.9958 -0.150 0.444 -0.153
H 6.6687 -2.1162 -1.7547 -0.426 0.448 -0.451
H 6.6448 -1.5620 -4.2903 -0.318 0.467 0.446
H 4.6958 -0.1744 -5.1164 0.486 0.142 1.089
H 2.9270 0.6994 -3.6433 0.662 -0.114 0.121
F -1.4551 6.3970 3.3620 0.259 1.118 1.091
C -1.3518 5.3386 2.6116 -0.096 -2.566 -1.302
C -2.3203 5.1359 1.6191 1.791 -0.582 1.170
F -3.2876 6.0302 1.5020 -0.435 0.340 -0.421
C -2.2424 3.9812 0.8545 -0.491 1.274 0.492
F -3.1773 3.9922 -0.0990 -0.092 -1.027 -0.588
C -1.2902 2.9960 1.0703 -1.328 -0.098 -1.634
P -1.2131 1.4013 0.2165 0.730 -1.293 -1.707
C -2.9655 0.9443 0.1289 0.353 0.898 -0.517
C -3.7519 0.8040 -0.9848 -1.880 0.489 -0.639
C -5.1465 0.5570 -0.8900 1.598 -0.219 0.314
C -5.6673 0.3186 0.3532 -0.584 -0.802 0.916
C -4.8416 0.3674 1.4975 -0.593 0.664 -2.784
C -3.5381 0.7683 1.3604 -0.281 -1.062 1.961
C -0.7296 1.8531 -1.5394 -0.234 -0.936 1.110
C -0.4669 3.1682 -1.8502 -0.326 0.074 1.425
C 0.0314 3.4903 -3.0638 -0.307 0.052 -1.684
C 0.1788 2.5256 -4.0669 -0.306 -0.511 0.939
C -0.0441 1.1826 -3.7730 -0.068 0.205 0.578
C -0.4412 0.8453 -2.4697 -0.411 -1.666 0.082
C -0.3518 3.1832 2.0376 0.571 0.746 0.904
Br 1.0374 1.9882 2.3026 0.592 -0.390 0.322
C -0.4006 4.3110 2.8264 -1.066 1.296 0.297
F 0.3686 4.4000 3.9032 0.538 0.422 0.310
H -3.4230 1.0357 -1.9708 0.795 -0.058 -0.520
H -5.7466 0.4688 -1.7779 -0.097 0.076 -0.225
H -6.7057 -0.0377 0.4634 0.489 0.398 -0.046
H -5.2847 0.0958 2.3881 -0.528 -0.349 2.036
H -2.9548 0.7818 2.2824 0.251 0.165 -0.301
H -0.6536 3.9525 -1.1034 0.155 -0.318 -0.483
H 0.0819 4.5335 -3.2602 0.541 0.733 -0.530
H 0.4103 2.7803 -5.0677 0.436 0.467 -0.781
H 0.1165 0.4054 -4.5294 -0.084 0.305 0.393
H -0.5382 -0.2687 -2.2005 0.029 1.876 -0.310
```
Positions in Å, forces in eV/Å.

Results
Total charge: -2
E_HOMO (alpha / beta): -1.698 / -1.979 eV
DFT total energy: -6889.68777 a.u.
Spin multiplicity: 6
ΔE to the lowest compared entry with this formula, charge and spin: 1.451 eV
F_max: 3.07 eV Å⁻¹